No. 1
Formula: C7H10NO3
Source: the Open Molecules 2025 dataset
Level of theory: ωB97M-V with the def2-TZVPD basis set

Calculated values
Spin multiplicity: 1
Lowest unoccupied orbital energy (eV): -4.1
E_HOMO (eV): -13.693
Frontier orbital gap (eV): 9.5
Energy above the lowest of the compared OMol25 structures with the same formula, charge and spin (kcal/mol): 7.2
Molecular weight (g/mol): 156.2
Largest force on an atom (hartree/bohr): 0.114
Total charge: +1

Positions of all 21 atoms, in Å:
C: -3.7724 -0.7932 1.0222
C: 0.5617 -0.8397 -0.2614
C: 0.9301 -1.2174 1.0075
C: -0.7943 -0.8800 -0.6965
C: -2.2412 1.0344 -1.2047
C: -2.7913 1.5927 -2.3673
C: 1.9504 -0.4077 1.7179
N: -1.4514 0.1012 -1.1368
O: -1.4606 -2.0010 -0.5215
O: -3.1434 -0.6836 1.9822
O: -4.4770 -1.0940 0.1564
H: 1.2013 -0.3507 -0.9112
H: 0.2701 -1.8870 1.4563
H: -2.4719 0.9309 -3.3323
H: -2.6366 1.4106 -0.3088
H: -2.2554 2.4849 -2.6262
H: -3.8262 1.6769 -2.2602
H: 1.7951 -0.2681 2.7640
H: 1.8630 0.5128 1.0650
H: 2.9779 -0.8419 1.5684
H: -2.4981 -1.9622 -0.5872

No. 2
Formula: C7H10NO5V
Source: the Open Molecules 2025 dataset
Level of theory: ωB97M-V with the def2-TZVPD basis set

Calculated values
Spin multiplicity: 2
Lowest unoccupied orbital energy (alpha / beta) (eV): -15.2 / -14.8
E_HOMO (alpha / beta) (eV): -22.368 / -22.383
Frontier orbital gap (alpha / beta) (eV): 7.1 / 7.6
Energy above the lowest of the compared OMol25 structures with the same formula, charge and spin (kcal/mol): 6.2
Molecular weight (g/mol): 239.1
Expectation value of S²: 0.7658
Largest force on an atom (hartree/bohr): 0.034
Total charge: +3

Positions of all 24 atoms, in Å:
V: -0.2702 -0.2938 0.4589
O: 0.0687 -4.2464 0.1339
C: -0.3625 -3.0755 0.1966
O: 0.3746 -2.0319 0.3732
C: -1.8324 -2.8251 0.0452
O: -1.9199 -1.3732 0.2142
C: -3.2449 -0.6919 0.2289
C: -2.9725 0.6747 0.7911
O: -3.6420 1.5047 1.2086
O: -1.4336 0.8464 0.7187
H: 1.0391 -4.3793 0.2335
H: -2.1904 -3.1227 -0.9444
H: -2.4064 -3.3329 0.8255
H: -3.6138 -0.6160 -0.7955
H: -3.9463 -1.2254 0.8708
C: 2.9835 3.6079 -1.0245
C: 3.3220 2.3301 -0.1868
C: 2.1975 1.4682 -0.0269
N: 1.2743 0.7657 0.0966
H: 3.8767 4.2261 -0.9846
H: 2.1563 4.1500 -0.5761
H: 2.7720 3.3366 -2.0535
H: 3.6515 2.5803 0.8328
H: 4.1189 1.7232 -0.6364

No. 3
Formula: C7H10NO6
Source: the Open Molecules 2025 dataset
Level of theory: ωB97M-V with the def2-TZVPD basis set

Calculated values
Spin multiplicity: 1
Lowest unoccupied orbital energy (eV): 3.0
E_HOMO (eV): -2.047
Frontier orbital gap (eV): 5.1
Energy above the lowest of the compared OMol25 structures with the same formula, charge and spin (kcal/mol): 84.7
Molecular weight (g/mol): 204.2
Largest force on an atom (hartree/bohr): 0.097
Total charge: -1

Positions of all 24 atoms, in Å:
C: 4.2725 0.0604 2.4147
C: 2.8906 0.1439 1.5766
O: 2.5798 1.2146 1.0038
O: 2.1395 -1.0613 1.5265
C: 0.7229 -0.8356 1.3657
O: 0.2068 -1.2553 0.2813
C: -0.2518 -0.1474 2.4332
N: -0.0932 1.3375 2.5107
H: 4.1116 -0.6660 3.2850
H: 4.6188 1.0931 2.7675
H: 5.0661 -0.3439 1.6844
H: -1.3332 -0.3271 2.0611
H: -0.1992 -0.6204 3.4850
H: -0.2460 1.7394 1.5599
C: -1.7291 -0.4140 -3.3349
C: -2.1736 -0.3313 -1.9074
O: -3.1516 0.7030 -1.9361
C: -3.6257 0.7712 -3.2077
O: -4.5771 1.4205 -3.5420
O: -2.8825 0.0063 -4.0544
H: -1.4382 -1.4251 -3.6233
H: -0.9049 0.2697 -3.5573
H: -2.6460 -1.2551 -1.5616
H: -1.3564 -0.0769 -1.2307

No. 4
Formula: C7H10NOPS
Source: the Open Molecules 2025 dataset
Level of theory: ωB97M-V with the def2-TZVPD basis set

Calculated values
Spin multiplicity: 1
Lowest unoccupied orbital energy (eV): -0.7
E_HOMO (eV): -7.979
SMILES: [H]/P=N/c1ccc(O)cc1.CS
Frontier orbital gap (eV): 7.3
Energy above the lowest of the compared OMol25 structures with the same formula, charge and spin (kcal/mol): 76.3
Molecular weight (g/mol): 187.2
Largest force on an atom (hartree/bohr): 0.061
Total charge: 0

Positions of all 21 atoms, in Å:
C: 1.1836 -0.1158 0.5403
C: 0.0409 -1.9311 1.6043
C: 2.0622 -0.0619 1.6062
C: 0.8912 -1.7943 2.6836
C: 0.1990 -1.1400 0.4831
C: 2.0120 -0.9726 2.6446
C: -1.7615 1.6776 -2.6928
N: -0.7772 -0.9647 -0.4416
O: 2.8817 -0.8409 3.6255
P: -1.3845 -1.9679 -1.4891
S: -2.8500 1.7862 -1.2972
H: 1.3377 0.4289 -0.3398
H: -0.9719 -2.5621 1.6642
H: 2.9258 0.6434 1.5129
H: 0.6558 -2.3242 3.6275
H: -1.0917 0.8607 -2.3237
H: -1.0954 2.6593 -2.7986
H: -2.4710 1.6527 -3.5403
H: -2.1244 1.4715 -0.2984
H: 2.6600 -1.2199 4.4657
H: -2.1456 -0.9555 -2.3445

No. 5
Formula: C7H10NPS
Source: the Open Molecules 2025 dataset
Level of theory: ωB97M-V with the def2-TZVPD basis set

Calculated values
Spin multiplicity: 3
Lowest unoccupied orbital energy (alpha / beta) (eV): 0.7 / -2.2
E_HOMO (alpha / beta) (eV): -8.017 / -9.178
Frontier orbital gap (alpha / beta) (eV): 8.7 / 7.0
Molecular weight (g/mol): 171.2
Expectation value of S²: 2.0112
Largest force on an atom (hartree/bohr): 0.077
Total charge: 0

Positions of all 20 atoms, in Å:
C: -2.0951 -2.2502 -0.4608
C: -0.7369 -1.9536 -0.6005
C: -2.8592 -1.2491 0.0897
C: -1.1948 0.2603 0.1807
C: -0.2713 -0.6708 -0.2492
C: 1.4435 3.2616 -0.9812
C: 1.6993 0.0427 1.4772
N: -2.4805 -0.0420 0.3977
P: 1.4434 -0.0920 -0.3179
S: 2.8089 -1.3860 -0.9936
H: -2.5087 -3.1181 -0.7824
H: -0.0229 -2.6855 -1.0241
H: -3.8217 -1.5663 0.5366
H: -0.8570 1.2925 0.2377
H: 1.3793 3.5863 0.1160
H: 2.4372 3.2330 -1.4334
H: 0.4618 3.0424 -1.6648
H: 2.1493 1.0223 1.7758
H: 0.6691 0.1296 1.9121
H: 2.3561 -0.8570 1.7842

No. 6
Formula: C7H10NPS2
Source: the Open Molecules 2025 dataset
Level of theory: ωB97M-V with the def2-TZVPD basis set

Calculated values
Spin multiplicity: 1
Lowest unoccupied orbital energy (eV): -0.1
E_HOMO (eV): -8.209
SMILES: C#CC1=CS[P@@](=S)(N(C)C)C1
Frontier orbital gap (eV): 8.1
Energy above the lowest of the compared OMol25 structures with the same formula, charge and spin (kcal/mol): 70.5
Molecular weight (g/mol): 203.3
Largest force on an atom (hartree/bohr): 0.087
Total charge: 0

Positions of all 21 atoms, in Å:
C: -1.1082 3.3451 -2.2092
C: -0.8538 2.2000 -1.9580
C: 0.4057 0.2290 -2.1266
C: -0.5768 0.8685 -1.4629
C: -1.4610 0.1690 -0.4744
C: 1.2714 0.2549 0.9570
C: 0.8728 -1.8024 2.3610
N: 0.3428 -0.8158 1.4359
P: -0.7169 -1.3669 0.2288
S: -1.9562 -2.8080 0.6685
S: 0.5825 -1.4862 -1.9018
H: -1.3499 4.2571 -2.6288
H: 1.0490 0.6168 -2.7956
H: -1.6776 0.9330 0.2972
H: -2.2449 -0.1602 -1.0556
H: 2.0939 -0.2812 0.6484
H: 0.9685 0.9219 0.1255
H: 1.4084 0.9127 1.9167
H: 0.0561 -2.3812 2.5737
H: 1.7276 -2.2001 1.9614
H: 1.1666 -1.4062 3.4389

No. 7
Formula: C7H10O
Source: the Open Molecules 2025 dataset
Level of theory: ωB97M-V with the def2-TZVPD basis set

Calculated values
Spin multiplicity: 1
Lowest unoccupied orbital energy (eV): 1.0
E_HOMO (eV): -9.067
Frontier orbital gap (eV): 10.1
Energy above the lowest of the compared OMol25 structures with the same formula, charge and spin (kcal/mol): 82.1
Molecular weight (g/mol): 110.2
Largest force on an atom (hartree/bohr): 0.061
Total charge: 0

Positions of all 18 atoms, in Å:
C: -1.2226 -1.0914 0.5222
C: -0.5617 1.1546 1.1147
C: 0.0038 -0.2885 1.0411
C: -0.9057 -0.5144 -0.8878
C: -0.2633 1.3487 -0.3979
C: 0.4671 -0.0323 -0.4416
C: 1.8808 -0.3531 -0.8158
O: -1.3660 0.8477 -1.0966
H: -1.0333 -2.1419 0.4276
H: -2.1474 -0.9094 1.0854
H: -1.5788 1.1861 1.4866
H: -0.0428 1.9233 1.5595
H: 0.7013 -0.7396 1.6663
H: -1.0694 -1.1601 -1.7360
H: 0.2284 2.1980 -0.7815
H: 1.9388 -1.1779 -1.6659
H: 2.4228 -0.8341 -0.0404
H: 2.5482 0.5844 -1.0401

No. 8
Formula: C7H10O
Source: the Open Molecules 2025 dataset
Level of theory: ωB97M-V with the def2-TZVPD basis set

Calculated values
Spin multiplicity: 1
Lowest unoccupied orbital energy (eV): 1.0
E_HOMO (eV): -8.379
Frontier orbital gap (eV): 9.4
Energy above the lowest of the compared OMol25 structures with the same formula, charge and spin (kcal/mol): 145.7
Molecular weight (g/mol): 110.2
Largest force on an atom (hartree/bohr): 0.068
Total charge: 0

Positions of all 18 atoms, in Å:
C: 1.5289 -1.1999 0.0445
C: 1.7772 0.2432 0.1569
C: 0.8597 1.2919 0.0981
C: -0.6511 1.3747 -0.1648
C: -1.4341 0.2769 0.5033
C: -1.6268 -1.0108 -0.3582
C: -0.0083 -1.0660 -0.1073
H: 1.9060 -1.5797 -0.9082
H: 1.9139 -1.7744 0.9774
H: 2.8236 0.4178 0.3338
H: 1.3711 2.1836 0.2694
H: -1.0096 2.3671 0.2051
H: -0.9015 1.4264 -1.3223
H: -2.4033 0.5365 1.1438
H: -1.8606 -1.9132 0.2841
H: -1.8622 -0.9230 -1.4657
H: 0.0305 -0.2198 -0.9061
O: -0.4534 -0.4313 1.2160

No. 9
Formula: C7H10O
Source: the Open Molecules 2025 dataset
Level of theory: ωB97M-V with the def2-TZVPD basis set

Calculated values
Spin multiplicity: 1
Lowest unoccupied orbital energy (eV): 0.7
E_HOMO (eV): -8.869
SMILES: C#C/C=C(\C)[C@@H](C)O
Frontier orbital gap (eV): 9.5
Energy above the lowest of the compared OMol25 structures with the same formula, charge and spin (kcal/mol): 81.9
Molecular weight (g/mol): 110.2
Largest force on an atom (hartree/bohr): 0.100
Total charge: 0

Positions of all 18 atoms, in Å:
C: 1.7414 1.3560 0.5145
C: 1.2597 0.4564 -0.6897
C: -0.0530 -0.0897 -0.3547
C: -0.9067 -0.8035 -1.4346
C: -0.6780 -0.0212 0.8827
C: -1.9441 -0.6047 1.2599
C: -3.0692 -0.9242 1.7045
H: 1.0514 2.1139 0.8939
H: 1.9943 0.7651 1.3700
H: 2.5199 1.9882 0.1193
H: 1.3669 0.9379 -1.6075
H: 1.8954 -1.2043 -0.1830
H: -1.5725 -1.4358 -0.9341
H: -1.3551 0.0167 -2.0525
H: -0.2570 -1.2889 -2.1508
H: -0.0690 0.5610 1.6329
H: -4.0419 -1.2770 1.9437
O: 2.1174 -0.5460 -0.9146

No. 10
Formula: C7H10O
Source: the Open Molecules 2025 dataset
Level of theory: ωB97M-V with the def2-TZVPD basis set

Calculated values
Spin multiplicity: 1
Lowest unoccupied orbital energy (eV): 0.2
E_HOMO (eV): -8.665
SMILES: C=C(C)C.C#CC=O
Frontier orbital gap (eV): 8.8
Energy above the lowest of the compared OMol25 structures with the same formula, charge and spin (kcal/mol): 105.8
Molecular weight (g/mol): 110.2
Largest force on an atom (hartree/bohr): 0.084
Total charge: 0

Positions of all 18 atoms, in Å:
C: -0.1245 -0.5429 0.6980
C: -0.5528 -0.8904 -0.5755
C: 1.2961 -0.7438 1.1183
C: -1.1293 -0.1849 1.7438
C: -0.5361 1.1492 -0.9362
C: 0.4075 1.2093 -2.0318
C: 1.1496 1.1984 -2.9732
O: -1.6854 1.5988 -0.9458
H: 0.1021 1.3463 0.0236
H: 0.1329 -1.3944 -1.2413
H: -1.6000 -1.0836 -0.7564
H: 1.9541 -0.8766 0.2605
H: 1.3589 -1.6492 1.7307
H: 1.6542 0.0938 1.7181
H: -0.6881 0.4142 2.5394
H: -1.9540 0.3675 1.2853
H: -1.5407 -1.1005 2.1784
H: 1.7555 1.0886 -3.8360